The following is a quantum chemistry calculation of C16H19BeN5O2S as an isolated structure at a distorted geometry, from the Open Molecules 2025 dataset.

The geometry in ORCA input format:
```
! wB97M-V def2-TZVPD RIJCOSX def2/J DEFGRID3
* xyz 0 1
Be -1.196 1.304 -0.162
C -1.001 4.023 -2.833
C -0.614 3.100 -1.701
O -1.581 2.421 -1.176
C 0.700 3.064 -1.300
C 1.182 2.340 -0.185
C 2.594 2.544 0.272
N 0.324 1.562 0.397
N 0.505 0.784 1.498
C -0.634 0.210 1.767
O -1.717 0.467 1.085
C -0.695 -0.832 2.803
C -1.833 -1.632 2.906
C -1.881 -2.674 3.812
C -0.799 -2.931 4.638
C 0.332 -2.134 4.547
C 0.393 -1.101 3.632
H -1.305 3.447 -3.706
H -1.851 4.632 -2.532
H -0.169 4.669 -3.096
H 1.411 3.676 -1.831
H 3.223 2.844 -0.565
H 2.622 3.334 1.023
H 2.980 1.634 0.722
H -2.678 -1.418 2.268
H -2.765 -3.292 3.883
H -0.843 -3.739 5.356
H 1.172 -2.324 5.198
H 1.269 -0.480 3.544
C 2.777 -1.633 -2.360
C 1.545 -2.419 -2.793
C 0.318 -1.788 -2.253
N 0.253 -0.608 -1.781
N -0.950 -0.234 -1.356
C -1.871 -1.141 -1.500
N -3.162 -0.954 -1.199
S -1.255 -2.615 -2.217
H 3.681 -2.110 -2.729
H 2.818 -1.580 -1.275
H 2.718 -0.619 -2.745
H 1.603 -3.454 -2.450
H 1.474 -2.439 -3.886
H -3.338 -0.146 -0.621
H -3.756 -1.759 -1.101
*
```

Summary:
- Calculated total energy: -1458.44898 hartree
- HOMO energy: -7.2 eV
- LUMO: 0.32 eV
- Gap between HOMO and LUMO: 7.5312 eV

---

The following is a quantum chemistry calculation of C16H19Br36FNO2S as an isolated structure at a distorted geometry, from the Open Molecules 2025 dataset.

The geometry in ORCA input format:
```
! wB97M-V def2-TZVPD RIJCOSX def2/J DEFGRID3
* xyz 1 1
O -2.183 4.098 5.859
S -3.031 3.006 6.102
O -4.388 3.186 5.784
F -2.888 2.620 7.634
C -2.367 1.528 5.263
N -2.820 0.354 5.456
C -2.036 -0.621 4.640
C -0.611 0.135 4.636
C -1.174 1.563 4.278
H -3.587 0.120 6.084
H -2.474 -0.881 3.672
H -1.880 -1.456 5.330
H -0.176 0.207 5.648
H 0.259 -0.290 4.006
H -0.490 2.411 4.408
H -1.475 1.548 3.212
C 0.314 -3.734 2.916
Br -0.258 -2.204 3.967
Br -1.174 -4.830 2.373
Br 1.386 -3.172 1.421
H 0.943 -4.346 3.553
C -1.966 5.092 1.973
Br -1.618 3.313 1.290
Br -0.342 6.109 2.181
Br -3.262 6.010 0.883
H -2.397 4.978 2.959
C -4.558 8.284 -2.733
Br -5.849 7.512 -3.940
Br -5.230 8.370 -0.922
Br -2.860 7.372 -2.825
H -4.389 9.302 -3.055
C -0.110 1.003 -1.512
Br -1.493 0.374 -2.700
Br -0.115 0.046 0.170
Br 1.632 0.955 -2.336
H -0.333 2.038 -1.290
C 2.053 -1.527 7.913
Br 0.120 -1.343 8.077
Br 2.640 -3.316 7.490
Br 2.772 -0.238 6.669
H 2.465 -1.295 8.885
C -1.246 -5.224 7.058
Br -1.948 -4.895 8.829
Br -2.552 -6.062 5.917
Br -0.521 -3.603 6.258
H -0.424 -5.921 7.167
C 5.954 1.131 -3.720
Br 5.356 2.663 -2.707
Br 4.473 0.027 -4.288
Br 7.069 1.645 -5.204
H 6.561 0.531 -3.057
C 5.877 4.752 -8.238
Br 4.550 4.053 -9.451
Br 5.224 4.811 -6.421
Br 7.549 3.793 -8.376
H 6.073 5.773 -8.536
C 4.158 -3.693 -2.942
Br 3.116 -3.518 -4.556
Br 3.033 -3.767 -1.371
Br 5.366 -5.192 -3.028
H 4.763 -2.799 -2.857
C -3.619 -2.406 -5.209
Br -4.066 -0.672 -4.484
Br -4.649 -2.800 -6.790
Br -1.723 -2.579 -5.523
H -3.886 -3.140 -4.462
C -6.095 2.026 -6.571
Br -5.997 3.734 -5.675
Br -7.558 0.955 -5.909
Br -6.165 2.227 -8.488
H -5.182 1.493 -6.341
C 5.845 -9.144 -4.776
Br 6.174 -10.883 -5.543
Br 7.479 -8.137 -4.562
Br 4.524 -8.156 -5.779
H 5.439 -9.304 -3.787
*
```

Summary:
- Calculated total energy: -93988.29845 hartree
- HOMO energy: -11.3 eV
- LUMO: -5.40 eV
- Gap between HOMO and LUMO: 5.9169 eV

---

The following is a quantum chemistry calculation of a 3-piece molecular cluster, C16H19BrCl overall, from the Open Molecules 2025 dataset.

The geometry in ORCA input format:
```
! wB97M-V def2-TZVPD RIJCOSX def2/J DEFGRID3
* xyz -1 1
Cl 1.483 -0.854 -1.632
C 1.886 -2.600 -1.497
C 0.719 -3.536 -1.745
C -0.578 -3.199 -1.005
C -1.570 -2.553 -1.969
Br -2.844 -1.481 -0.802
H 2.287 -2.739 -0.495
H 2.684 -2.752 -2.221
H 1.081 -4.518 -1.417
H 0.525 -3.606 -2.818
H -0.327 -2.587 -0.118
H -1.010 -4.125 -0.606
H -1.034 -1.743 -2.483
C -2.711 3.390 -0.740
C -3.415 2.264 -1.144
C -4.619 2.415 -1.819
C -5.116 3.684 -2.088
C -4.409 4.808 -1.682
C -3.205 4.660 -1.008
H -1.770 3.273 -0.216
H -3.037 1.268 -0.940
H -5.164 1.535 -2.135
H -6.055 3.797 -2.617
H -4.795 5.798 -1.894
H -2.651 5.536 -0.691
C 4.083 -0.350 4.288
C 2.722 -0.419 4.020
C 2.278 -0.579 2.715
C 3.193 -0.671 1.675
C 4.553 -0.604 1.945
C 4.999 -0.443 3.250
H 4.429 -0.225 5.307
H 2.007 -0.349 4.830
H 1.218 -0.633 2.500
H 2.836 -0.795 0.661
H 5.267 -0.677 1.133
H 6.061 -0.389 3.458
*
```

Summary:
- Calculated total energy: -3655.25262 hartree
- HOMO energy: -2.2 eV
- LUMO: 2.82 eV
- Gap between HOMO and LUMO: 5.0011 eV

---

The following is a quantum chemistry calculation of C16H19BrIr as an isolated structure at a distorted geometry, from the Open Molecules 2025 dataset.

The geometry in ORCA input format:
```
! wB97M-V def2-TZVPD RIJCOSX def2/J DEFGRID3
* xyz 0 6
C 1.743 1.879 1.245
C 0.414 2.456 1.228
C -0.455 1.642 2.036
H 0.125 3.353 0.676
C 0.309 0.535 2.513
C 1.679 0.693 2.054
H 2.503 0.018 2.278
H 2.624 2.283 0.777
H -1.522 1.802 2.201
H -0.043 -0.269 3.143
Ir 0.377 0.420 0.305
Br 1.492 -1.034 -1.211
C 4.647 -2.253 -1.540
C 5.298 -2.229 -0.274
C 5.924 -0.957 -0.124
H 5.335 -3.046 0.435
C 5.664 -0.198 -1.304
C 4.878 -1.000 -2.177
H 4.527 -0.717 -3.162
H 4.088 -3.083 -1.951
H 6.516 -0.637 0.723
H 6.031 0.800 -1.511
C -4.439 -0.237 -1.875
C -3.990 -0.069 -0.428
C -4.332 1.309 0.141
C -4.576 -1.172 0.454
C -2.517 -0.153 -0.435
C -1.303 0.057 -0.400
H -5.525 -0.171 -1.970
H -4.106 -1.203 -2.267
H -3.996 0.547 -2.492
H -5.406 1.504 0.178
H -3.947 1.393 1.166
H -3.869 2.090 -0.477
H -4.262 -2.157 0.094
H -4.218 -1.056 1.481
H -5.670 -1.139 0.474
*
```

Summary:
- Calculated total energy: -3299.09696 hartree
- HOMO energy (spin up / spin down): -5.0 / -7.7 eV
- ΔE to the lowest compared entry with this formula, charge and spin: 0.000 eV
- LUMO (spin up / spin down): 0.68 / -2.31 eV
- Gap between HOMO and LUMO (spin up / spin down): 5.6997 / 5.4254 eV